1.
Computed, not measured: a 2-piece molecular cluster, H4N4O2 overall at a distorted geometry, with ωB97M-V/def2-TZVPD.

## Properties
SMILES string: [H]/N=N\[H].O=NNO
Molecular weight in g/mol: 92.1
Net charge: 0
HOMO energy in eV: -8.68
ΔE to the lowest compared entry with this formula, charge and spin in kcal per mole: 55.2

Structure (XYZ):
```
10
H4N4O2, DFT ωB97M-V/def2-TZVPD
H 2.144 0.600 1.832
N 1.019 0.548 1.499
N 0.435 -0.465 1.555
H 0.909 -1.433 1.782
O -0.006 -1.507 -0.595
N -0.730 -1.053 -1.444
N -1.007 0.159 -1.506
O -0.888 1.365 -0.738
H -1.689 0.394 -2.388
H -0.185 1.391 0.002
```

Here are the natural (NBO) charges for atoms 1 to 5, given in e: number 1, H, carries 0.255; number 2, N, carries -0.323; number 3, N, carries -0.236; number 4, H, carries 0.306; number 5, O, carries -0.451

2.
Computed, not measured: a 9-piece molecular cluster, C34H78O20 overall at a distorted geometry, with ωB97M-V/def2-TZVPD.

## Properties
SMILES string: O=C1OCCO1.O=C1OCCO1.COCCOC.COCCOC.COCCOC.COCCOC.COCCOC.COCCOC.COCCOC
Molecular weight in g/mol: 807.0
Net charge: 0
HOMO energy in eV: -9.03

Structure (XYZ):
```
132
C34H78O20, DFT ωB97M-V/def2-TZVPD
O -4.700 1.708 5.602
C -4.057 1.973 4.563
O -2.777 1.631 4.287
C -2.301 2.126 3.058
C -3.471 2.968 2.614
O -4.482 2.825 3.662
H -1.469 2.829 3.080
H -2.068 1.264 2.433
H -3.828 2.547 1.674
H -3.099 3.976 2.430
O 1.907 0.011 1.624
C 1.015 -0.132 0.773
O 1.187 -0.153 -0.566
C -0.009 -0.611 -1.169
C -1.096 -0.324 -0.148
O -0.238 -0.213 1.030
H -0.358 -0.088 -2.059
H 0.126 -1.677 -1.351
H -1.828 -1.132 -0.162
H -1.487 0.681 -0.305
C -5.436 4.770 -0.295
O -4.969 3.474 -0.766
C -5.177 3.216 -2.193
C -3.935 3.650 -3.001
O -2.912 2.685 -2.980
C -1.660 3.171 -3.539
H -4.794 5.609 -0.564
H -5.428 4.745 0.795
H -6.456 5.030 -0.577
H -6.008 3.780 -2.617
H -5.365 2.149 -2.314
H -3.631 4.656 -2.713
H -4.344 3.779 -4.003
H -1.816 3.311 -4.608
H -0.883 2.428 -3.359
H -1.360 4.122 -3.099
C -1.313 -4.856 1.790
O -1.625 -5.365 0.560
C -1.996 -4.336 -0.389
C -2.262 -4.823 -1.794
O -1.233 -5.740 -2.198
C -1.523 -6.439 -3.372
H -0.731 -3.935 1.766
H -0.700 -5.614 2.278
H -2.302 -4.717 2.227
H -1.219 -3.572 -0.358
H -2.829 -3.710 -0.069
H -2.335 -3.972 -2.471
H -3.156 -5.441 -1.714
H -0.839 -7.286 -3.314
H -1.272 -5.890 -4.279
H -2.523 -6.866 -3.437
C 4.311 0.646 3.544
O 5.478 0.812 2.669
C 6.492 -0.150 3.088
C 7.546 -0.140 1.984
O 8.315 1.039 1.913
C 9.340 0.858 0.914
H 4.632 0.613 4.585
H 3.710 -0.231 3.303
H 3.593 1.447 3.368
H 6.113 -1.168 3.183
H 6.858 0.318 4.001
H 7.063 -0.279 1.017
H 8.157 -1.044 1.977
H 9.736 1.862 0.764
H 8.988 0.481 -0.046
H 10.153 0.231 1.282
C 4.304 -2.713 0.632
O 3.673 -3.543 1.603
C 2.311 -3.921 1.295
C 2.106 -5.092 0.233
O 2.497 -6.395 0.646
C 3.895 -6.599 0.798
H 5.174 -2.146 0.962
H 3.626 -1.925 0.305
H 4.583 -3.353 -0.205
H 1.600 -3.110 1.141
H 1.863 -4.309 2.209
H 2.685 -4.909 -0.672
H 1.089 -5.009 -0.152
H 4.037 -7.592 1.224
H 4.318 -5.879 1.498
H 4.495 -6.620 -0.112
C 2.164 3.852 -3.139
O 1.627 2.893 -4.060
C 2.009 1.573 -3.803
C 1.310 0.570 -4.756
O -0.001 0.176 -4.236
C -0.730 -0.605 -5.128
H 2.264 3.493 -2.115
H 1.617 4.782 -3.295
H 3.197 4.017 -3.446
H 1.794 1.452 -2.741
H 3.090 1.564 -3.945
H 1.857 -0.360 -4.909
H 1.254 0.971 -5.768
H -1.014 -0.016 -5.999
H -1.667 -0.939 -4.681
H -0.230 -1.563 -5.269
C -3.906 -0.641 -2.451
O -4.092 -1.167 -1.132
C -4.633 -0.327 -0.129
C -4.600 -0.872 1.245
O -3.295 -1.000 1.780
C -3.340 -1.676 3.022
H -3.740 -1.522 -3.071
H -2.990 -0.054 -2.518
H -4.848 -0.138 -2.667
H -5.651 -0.325 -0.518
H -4.206 0.676 -0.106
H -5.169 -1.800 1.194
H -5.158 -0.171 1.866
H -3.789 -2.666 2.939
H -3.839 -1.212 3.872
H -2.317 -1.684 3.398
C -1.217 3.993 -0.274
O -0.629 4.245 0.996
C 0.714 3.957 1.046
C 1.394 4.334 2.402
O 0.854 3.415 3.328
C 1.527 3.443 4.563
H -2.283 4.093 -0.074
H -1.139 2.955 -0.597
H -0.931 4.773 -0.980
H 1.285 4.282 0.176
H 0.901 2.888 0.940
H 1.230 5.381 2.660
H 2.471 4.187 2.320
H 2.606 3.409 4.412
H 1.271 2.578 5.175
H 1.300 4.389 5.055
```

Here are the Löwdin charges for atoms 1 to 5, given in e: number 1, O, carries 0.089; number 2, C, carries -0.550; number 3, O, carries 0.062; number 4, C, carries -0.118; number 5, C, carries -0.085

3.
Computed, not measured: C6H10N2O2 as an isolated structure at a distorted geometry, with ωB97M-V/def2-TZVPD.

## Properties
Molecular weight in g/mol: 142.2
Net charge: 0
HOMO energy in eV: -8.94
ΔE to the lowest compared entry with this formula, charge and spin in kcal per mole: 89.2

Structure (XYZ):
```
20
C6H10N2O2, DFT ωB97M-V/def2-TZVPD
C -0.112 2.810 -0.345
N -0.183 1.699 0.589
C -0.598 0.475 -0.009
C 0.226 -0.350 -0.977
C 1.682 -0.322 -0.540
O 1.328 -0.701 0.815
C -0.032 -0.837 0.440
C -0.850 -1.936 1.009
N -1.736 -2.612 0.366
H 0.253 3.704 0.176
H 0.551 2.611 -1.208
H -1.117 3.030 -0.735
H 0.695 1.574 1.085
H -1.667 0.426 -0.241
H -0.159 -0.747 -1.914
H 2.295 -1.102 -1.006
H 2.202 0.646 -0.573
O -0.214 -2.656 1.925
H -2.132 -2.088 -0.411
H -0.432 -3.625 1.555
```

Here are the natural (NBO) charges for atoms 1 to 5, given in e: number 1, C, carries -0.410; number 2, N, carries -0.619; number 3, C, carries -0.056; number 4, C, carries -0.285; number 5, C, carries -0.068

4.
Computed, not measured: H12MnO6 as an isolated structure at a distorted geometry, with ωB97M-V/def2-TZVPD.

## Properties
Molecular weight in g/mol: 163.0
Net charge: +2
2S+1: 6
HOMO energy (alpha / beta) in eV: -18.59 / -18.58
ΔE to the lowest compared entry with this formula, charge and spin in kcal per mole: 123.8

Structure (XYZ):
```
19
H12MnO6, DFT ωB97M-V/def2-TZVPD
Mn 1.716 -16.886 8.005
O 0.477 -16.214 10.781
H 0.123 -16.769 11.476
H 0.240 -15.324 11.042
O -0.335 -15.750 5.865
H -0.245 -14.954 5.340
H -1.269 -15.956 5.829
O 3.733 -17.932 5.820
H 4.599 -17.537 5.722
H 3.808 -18.785 5.392
O -0.102 -19.462 7.552
H -0.720 -19.222 6.861
H -0.231 -20.403 7.672
O 3.647 -18.672 10.034
H 3.754 -19.590 9.787
H 4.084 -18.599 10.883
O 3.567 -14.485 8.141
H 4.285 -14.165 8.687
H 3.652 -13.997 7.322
```

Here are the natural (NBO) charges for atoms 1 to 5, given in e: number 1, Mn, carries 1.889; number 2, O, carries -0.998; number 3, H, carries 0.512; number 4, H, carries 0.506; number 5, O, carries -0.997

5.
Computed, not measured: a single C18H21ClN2O2 molecule, with ωB97M-V/def2-TZVPD.

## Properties
SMILES string: O=C(Nc1ccc(Cl)cc1)N[C@@H]1CCCC[C@@H]1Cc1ccco1
Molecular weight in g/mol: 332.8
Net charge: 0
HOMO energy in eV: -8.52
ΔE to the lowest compared entry with this formula, charge and spin in kcal per mole: 0.0

Structure (XYZ):
```
44
C18H21ClN2O2, DFT ωB97M-V/def2-TZVPD
O 0.036 3.870 0.414
C -0.421 2.749 0.351
N -1.793 2.559 0.435
C -2.575 1.435 0.203
C -3.790 1.311 0.882
C -4.606 0.217 0.681
C -4.217 -0.773 -0.208
Cl -5.229 -2.155 -0.452
C -3.031 -0.655 -0.914
C -2.219 0.446 -0.716
N 0.325 1.622 0.214
C 1.777 1.697 0.275
C 2.346 2.309 -1.006
C 3.859 2.456 -0.872
C 4.516 1.112 -0.574
C 3.902 0.463 0.665
C 2.380 0.316 0.555
C 1.989 -0.738 -0.501
C 2.325 -2.115 -0.040
C 1.639 -2.997 0.743
C 2.465 -4.141 0.874
C 3.591 -3.868 0.163
O 3.516 -2.646 -0.391
H -2.281 3.389 0.741
H -4.092 2.085 1.572
H -5.540 0.129 1.213
H -2.749 -1.414 -1.626
H -1.325 0.559 -1.308
H -0.097 0.750 0.492
H 2.050 2.368 1.104
H 1.887 3.286 -1.154
H 2.096 1.681 -1.862
H 4.272 2.876 -1.791
H 4.075 3.153 -0.060
H 4.408 0.451 -1.434
H 5.586 1.254 -0.408
H 4.352 -0.518 0.826
H 4.129 1.080 1.538
H 1.996 -0.034 1.522
H 0.917 -0.691 -0.696
H 2.517 -0.548 -1.434
H 0.666 -2.856 1.168
H 2.246 -5.036 1.419
H 4.481 -4.437 -0.021
```

Here are the natural (NBO) charges for atoms 1 to 5, given in e: number 1, O, carries -0.646; number 2, C, carries 0.797; number 3, N, carries -0.632; number 4, C, carries 0.146; number 5, C, carries -0.188

6.
Computed, not measured: an isolated ion of composition C6H13N2 and charge +1 at a distorted geometry, with ωB97M-V/def2-TZVPD.

## Properties
SMILES string: C=C/[N+](C)=C\NCC
Molecular weight in g/mol: 113.2
Net charge: +1
HOMO energy in eV: -13.89
ΔE to the lowest compared entry with this formula, charge and spin in kcal per mole: 56.3

Structure (XYZ):
```
21
C6H13N2, DFT ωB97M-V/def2-TZVPD
C 0.430 1.881 1.299
C 0.036 1.817 0.051
N -0.907 1.116 -0.626
C -1.880 1.992 -1.227
C -0.796 -0.118 -0.991
N 0.154 -1.020 -0.741
C 1.251 -1.285 0.224
C 1.137 -2.727 0.854
H 0.136 1.198 2.060
H 1.375 2.388 1.529
H 0.357 2.643 -0.585
H -1.484 2.420 -2.148
H -2.005 2.812 -0.544
H -2.752 1.248 -1.461
H -1.654 -0.481 -1.721
H -0.044 -1.830 -1.325
H 1.126 -0.523 1.004
H 2.260 -1.229 -0.158
H 0.454 -2.537 1.786
H 2.083 -3.103 1.176
H 0.921 -3.556 0.118
```

Here are the natural (NBO) charges for atoms 1 to 5, given in e: number 1, C, carries -0.337; number 2, C, carries -0.058; number 3, N, carries -0.381; number 4, C, carries -0.398; number 5, C, carries 0.408